Here is C66H50AsOP2S2Y as an isolated structure in a non-equilibrium geometry from OMol25. Energies are from wB97M-V/def2-TZVPD.

- Total charge: +2
- Relative energy (zero: lowest compared OMol25 entry of this formula, charge and spin): 0.000 eV
- Multiplicity: 1
- Electronic energy: -173421.3710 eV
- Lowest unoccupied orbital energy: -5.15 eV
- HOMO energy: -11.9482 eV

The geometry in XYZ format:
```
123
C66H50AsOP2S2Y (wB97M-V/def2-TZVPD)
Y 0.666 -1.501 -0.352
O 0.812 0.152 1.007
S -0.512 0.910 1.257
C -0.184 2.524 0.612
C 0.693 3.403 1.210
C 0.746 4.756 0.840
C -0.135 5.206 -0.109
C -0.396 6.582 -0.657
C -1.516 6.390 -1.714
C -1.769 4.906 -1.742
C -2.593 4.120 -2.500
C -2.527 2.724 -2.338
C -1.723 2.083 -1.412
P -1.537 0.241 -1.538
C -1.475 -0.057 -3.357
C -2.574 0.012 -4.216
C -2.405 -0.156 -5.581
C -1.149 -0.424 -6.112
C -0.060 -0.553 -5.268
C -0.232 -0.372 -3.903
C -3.205 -0.366 -1.107
C -3.638 -1.597 -1.606
C -4.918 -2.048 -1.331
C -5.769 -1.285 -0.542
C -5.331 -0.081 -0.012
C -4.051 0.378 -0.288
C -0.963 2.898 -0.519
C -0.961 4.281 -0.776
C -0.513 1.098 3.039
C -0.582 2.329 3.651
C -0.436 2.491 5.040
C -0.197 1.382 5.804
C 0.049 1.223 7.278
C 0.153 -0.308 7.502
C -0.064 -0.913 6.142
C -0.190 -2.213 5.734
C -0.496 -2.460 4.388
C -0.595 -1.468 3.428
P -1.309 -1.889 1.794
C -0.657 -3.522 1.244
C 0.352 -4.299 1.807
C 0.726 -5.494 1.203
C 0.115 -5.918 0.035
C -0.882 -5.143 -0.549
C -1.258 -3.945 0.041
C -2.977 -2.347 2.397
C -3.839 -1.293 2.693
C -5.053 -1.544 3.311
C -5.410 -2.846 3.630
C -4.561 -3.898 3.317
C -3.344 -3.654 2.698
C -0.428 -0.104 3.815
C -0.217 0.113 5.190
H 1.326 3.050 2.014
H 1.450 5.417 1.330
H -0.697 7.267 0.137
H 0.509 7.002 -1.101
H -2.424 6.927 -1.436
H -1.217 6.761 -2.695
H -3.263 4.536 -3.241
H -3.134 2.133 -3.006
H -3.572 0.167 -3.828
H -3.264 -0.084 -6.236
H -1.026 -0.543 -7.181
H 0.922 -0.799 -5.654
H 0.631 -0.475 -3.256
H -2.981 -2.189 -2.234
H -5.260 -2.987 -1.746
H -6.777 -1.628 -0.348
H -5.993 0.511 0.606
H -3.714 1.325 0.116
H -0.747 3.215 3.058
H -0.495 3.482 5.470
H 0.965 1.736 7.572
H -0.762 1.666 7.858
H 1.130 -0.586 7.901
H -0.592 -0.671 8.211
H -0.114 -3.040 6.428
H -0.710 -3.483 4.104
H 0.857 -3.968 2.703
H 1.507 -6.094 1.652
H 0.409 -6.852 -0.425
H -1.380 -5.480 -1.450
H -2.092 -3.374 -0.364
H -3.549 -0.276 2.447
H -5.721 -0.726 3.546
H -6.355 -3.043 4.119
H -4.844 -4.914 3.560
H -2.688 -4.480 2.451
S 2.644 -2.375 1.118
C 4.198 -1.869 0.440
C 5.350 -2.281 1.116
C 6.608 -1.949 0.647
C 6.750 -1.202 -0.516
C 5.621 -0.793 -1.197
C 4.346 -1.113 -0.727
As 2.821 -0.473 -1.727
C 2.954 1.457 -1.610
C 3.833 2.066 -0.723
C 3.975 3.446 -0.737
C 3.227 4.214 -1.617
C 2.315 3.611 -2.472
C 2.175 2.233 -2.469
C 3.406 -0.813 -3.557
C 3.353 -2.138 -3.986
C 3.817 -2.481 -5.245
C 4.318 -1.496 -6.086
C 4.361 -0.176 -5.665
C 3.905 0.171 -4.400
H 5.239 -2.868 2.018
H 7.486 -2.278 1.188
H 7.730 -0.937 -0.890
H 5.709 -0.213 -2.110
H 4.431 1.459 -0.053
H 4.687 3.919 -0.073
H 3.362 5.288 -1.642
H 1.735 4.212 -3.162
H 1.490 1.760 -3.164
H 2.964 -2.906 -3.324
H 3.794 -3.513 -5.568
H 4.677 -1.760 -7.073
H 4.754 0.591 -6.319
H 3.950 1.203 -4.075
```